No. 1
{"formula": "C38H51BF9NO12P2S", "method": "ωB97M-V/def2-TZVPD", "elements": ["C", "C", "B", "O", "C", "C", "C", "C", "C", "C", "C", "C", "C", "C", "O", "C", "O", "C", "C", "C", "C", "P", "O", "O", "S", "C", "C", "C", "C", "N", "C", "P", "C", "C", "C", "C", "O", "H", "H", "H", "H", "H", "H", "H", "H", "H", "H", "H", "H", "H", "H", "H", "H", "H", "H", "H", "H", "H", "H", "H", "H", "H", "H", "H", "H", "H", "H", "H", "H", "H", "H", "H", "H", "C", "C", "O", "C", "O", "C", "F", "F", "F", "H", "H", "H", "H", "H", "C", "C", "O", "C", "O", "C", "F", "F", "F", "H", "H", "H", "H", "H", "C", "C", "O", "C", "O", "C", "F", "F", "F", "H", "H", "H", "H", "H"], "coordinates": [[-6.8879, 4.3174, 2.2344], [-7.6271, 4.2901, 3.7339], [-7.3110, 2.8540, 4.5437], [-8.2935, 2.2313, 5.4493], [-5.8098, 2.2005, 4.1713], [-4.5579, 3.2256, 4.4562], [-3.0545, 2.7116, 4.0829], [-2.8733, 1.1972, 3.4894], [-4.1239, 0.1147, 3.2284], [-5.6222, 0.6541, 3.5537], [-6.9614, -0.1863, 3.3574], [-7.0269, -1.5872, 2.5964], [-8.6367, -1.9574, 2.3233], [-8.6180, -3.4790, 1.6610], [-8.5426, -3.3769, 0.1853], [-3.6798, -1.3502, 2.6870], [-4.0707, -2.5572, 3.0513], [-2.3531, -1.3378, 1.6629], [-1.1200, -0.2353, 1.8612], [0.2194, -0.1295, 0.9280], [0.3813, -1.1899, -0.3224], [1.9497, -1.0492, -1.4221], [2.7436, 0.5184, -1.2232], [1.4363, -1.1033, -3.1213], [3.2026, -2.5443, -1.1891], [-0.8046, -2.3057, -0.5092], [-0.6242, -3.3895, -1.7526], [-1.6263, -2.8089, -2.9600], [-1.6674, -3.8472, -4.2685], [-0.5595, -3.3801, -5.2010], [-2.1645, -2.4160, 0.4584], [-3.3475, -3.8657, 0.0385], [-5.1924, -3.3230, 0.0209], [-3.1696, -5.1974, 1.4538], [-1.5809, -5.2130, 1.8388], [-1.2887, 0.7835, 3.1427], [-0.3061, 1.2536, 3.9149], [-7.0486, 3.2695, 1.6927], [-5.7326, 4.5806, 2.3146], [-7.3450, 5.1534, 1.5272], [-8.7724, 4.4309, 3.5079], [-7.1659, 5.2120, 4.3353], [-7.9082, 1.4708, 5.9774], [-4.7532, 4.3119, 4.9111], [-2.1606, 3.4432, 4.2796], [-7.7397, 0.5149, 2.7755], [-7.4656, -0.3272, 4.4325], [-6.6439, -2.4623, 3.2628], [-6.5435, -1.4813, 1.5449], [-9.2749, -1.9439, 3.3104], [-8.9883, -1.2091, 1.4979], [-9.5553, -4.1088, 2.0065], [-7.6616, -4.1117, 1.9932], [-7.9250, -2.6103, -0.0788], [1.0455, 0.6839, 1.1612], [1.9523, 1.1491, -1.0949], [1.0030, -0.2025, -3.3208], [0.4574, -3.4005, -2.2139], [-0.9172, -4.4861, -1.4521], [-1.2958, -1.7137, -3.2922], [-2.7502, -2.7382, -2.5948], [-1.5362, -4.9399, -3.8678], [-2.7005, -3.7350, -4.8584], [-0.4263, -4.0973, -5.9747], [0.3206, -3.2958, -4.6215], [-5.2897, -2.1872, -0.2642], [-5.8452, -3.9398, -0.7645], [-5.6465, -3.5331, 1.0787], [-3.4275, -6.2690, 0.9953], [-3.9126, -5.0401, 2.3355], [-1.2192, -4.3546, 2.5442], [-0.9878, -5.0896, 0.8097], [-1.2903, -6.2923, 2.2343], [6.6064, -1.6436, 0.3459], [7.8957, -1.4606, -0.4322], [7.7983, -0.3311, -1.3133], [8.0196, 0.8977, -0.7455], [8.2836, 1.0656, 0.4416], [7.9350, 1.9999, -1.8014], [6.8615, 1.8540, -2.6308], [9.0356, 2.0247, -2.6062], [7.8290, 3.2472, -1.2628], [5.7520, -1.7154, -0.3354], [6.6487, -2.5488, 0.9586], [6.4174, -0.7893, 1.0037], [8.0713, -2.3400, -1.0612], [8.7610, -1.3635, 0.2339], [8.6245, 4.2911, 2.3827], [8.8245, 5.6632, 2.9980], [8.2920, 6.6842, 2.1403], [6.9391, 6.8949, 2.2213], [6.1919, 6.2670, 2.9662], [6.5175, 8.0371, 1.2969], [7.0862, 7.9512, 0.0597], [6.8723, 9.2565, 1.7938], [5.1713, 8.0870, 1.0909], [9.0495, 4.2555, 1.3740], [9.0991, 3.5189, 2.9951], [7.5605, 4.0519, 2.2879], [9.8960, 5.8641, 3.1037], [8.3850, 5.7261, 4.0004], [4.1771, 1.2715, -5.5029], [3.5541, -0.1051, -5.6372], [3.6203, -0.5594, -6.9976], [4.8129, -1.1103, -7.3921], [5.7908, -1.2230, -6.6585], [4.7275, -1.5946, -8.8396], [4.1293, -0.6874, -9.6646], [4.0048, -2.7454, -8.9536], [5.9477, -1.8556, -9.3873], [3.7133, 1.9743, -6.2030], [4.0572, 1.6535, -4.4850], [5.2457, 1.2462, -5.7392], [2.4929, -0.0539, -5.3706], [4.0213, -0.8295, -4.9597]], "mulliken_charge": [-0.72, -0.60, 0.53, -0.59, 0.06, -0.59, -0.73, -0.07, 0.10, 0.49, -0.60, 0.14, -0.88, -0.18, -0.56, 0.78, -0.49, 0.54, 0.11, -0.73, 0.14, 0.74, -0.52, -0.36, -0.38, -0.60, -0.54, -0.23, -0.42, -0.57, -0.16, 0.19, -0.58, -0.47, -0.72, 0.01, -0.55, 0.19, 0.21, 0.32, 0.28, 0.25, 0.33, 0.24, 0.32, 0.19, 0.12, 0.33, -0.11, 0.34, 0.34, 0.30, 0.16, 0.33, 0.37, 0.35, 0.29, 0.24, 0.38, 0.13, 0.19, 0.25, 0.31, 0.24, 0.19, 0.36, 0.36, -0.11, 0.42, 0.27, 0.19, 0.09, 0.35, -0.93, -0.23, -0.30, 0.38, -0.53, 0.83, -0.21, -0.27, -0.24, 0.15, 0.41, 0.28, 0.33, 0.31, -0.99, -0.31, -0.30, 0.38, -0.52, 0.84, -0.23, -0.25, -0.24, 0.27, 0.41, 0.30, 0.33, 0.31, -1.17, 0.11, -0.35, 0.39, -0.51, 0.81, -0.24, -0.24, -0.24, 0.34, 0.35, 0.31, 0.10, 0.33], "multiplicity": 1, "smiles": "CCB(O)c1ccc2c(c1CCCCO)C(=O)c1c(cc(P(O)(O)=S)c(CCCN)c1P(C)CC)C2=O.CCOC(=O)C(F)(F)F.CCOC(=O)C(F)(F)F.CCOC(=O)C(F)(F)F", "homo_lumo_gap_ev": 6.38, "fmax_ev_per_a": 8.071, "homo_energy_ev": -8.5, "lumo_energy_ev": -2.1}

***

No. 2
{"formula": "C38H51CdNO2Si", "method": "ωB97M-V/def2-TZVPD", "elements": ["Cd", "C", "C", "C", "C", "C", "C", "C", "C", "C", "C", "C", "C", "C", "C", "C", "C", "C", "H", "H", "H", "H", "H", "H", "H", "H", "H", "H", "H", "H", "H", "H", "H", "H", "H", "H", "H", "H", "H", "H", "H", "H", "H", "H", "H", "H", "H", "N", "C", "C", "C", "O", "O", "H", "H", "H", "H", "H", "H", "C", "C", "C", "C", "C", "C", "H", "H", "H", "H", "H", "C", "C", "C", "C", "C", "C", "Si", "C", "C", "C", "C", "C", "C", "H", "H", "H", "H", "H", "H", "H", "H", "H", "H", "H"], "coordinates": [[-0.5815, 0.4665, 0.2858], [2.9788, 0.4971, 0.4495], [2.6207, -0.7286, 1.0603], [1.7494, -1.4053, 0.1557], [1.5778, -0.5385, -0.9686], [2.3482, 0.6285, -0.7894], [2.6553, 1.6728, -1.8406], [1.5398, 1.7809, -2.8847], [3.9596, 1.2662, -2.5528], [2.8428, 3.0549, -1.2037], [1.3008, -2.8671, 0.0831], [0.1292, -3.2079, 1.0224], [0.8244, -3.2256, -1.3352], [2.4933, -3.8058, 0.3493], [3.1542, -1.0340, 2.4642], [2.2910, -1.9782, 3.3094], [3.2347, 0.2794, 3.2765], [4.5854, -1.5990, 2.3812], [3.6510, 1.2306, 0.8760], [1.0897, -0.8028, -1.8961], [1.4215, 0.8420, -3.4322], [1.7778, 2.5672, -3.6085], [0.5922, 2.0298, -2.4021], [3.8258, 0.2992, -3.0431], [4.7719, 1.1648, -1.8294], [4.2494, 2.0061, -3.3092], [1.9279, 3.3374, -0.6785], [3.0514, 3.8066, -1.9718], [3.6720, 3.0551, -0.4917], [-0.7854, -2.7377, 0.6539], [0.2938, -2.8489, 2.0348], [-0.0308, -4.2923, 1.0563], [-0.0613, -2.6571, -1.6201], [0.5642, -4.2886, -1.3721], [1.6102, -3.0408, -2.0702], [2.8430, -3.7559, 1.3771], [3.3250, -3.5306, -0.3032], [2.2168, -4.8459, 0.1413], [1.2783, -1.5840, 3.3954], [2.7129, -2.0605, 4.3170], [2.2344, -2.9829, 2.8988], [2.3119, 0.8470, 3.1562], [4.0631, 0.9072, 2.9465], [3.3825, 0.0658, 4.3407], [4.5991, -2.5622, 1.8693], [5.0120, -1.7339, 3.3835], [5.2202, -0.9115, 1.8193], [0.4537, 2.6870, 1.5626], [-0.1417, 4.0219, 1.4549], [-1.4942, 3.9563, 0.7422], [-1.2552, 3.6940, -0.7668], [-1.3014, 4.6705, -1.5350], [-0.9843, 2.4969, -1.0515], [0.0331, 2.1585, 2.3180], [1.4544, 2.7234, 1.7074], [0.5298, 4.6533, 0.8663], [-0.2668, 4.5054, 2.4383], [-2.0362, 4.8955, 0.8610], [-2.0856, 3.1371, 1.1630], [-2.4660, -0.7606, 4.9084], [-3.1974, -0.7415, 3.7276], [-2.6045, -0.3064, 2.5485], [-1.2804, 0.1532, 2.4761], [-0.5974, 0.1607, 3.6991], [-1.1598, -0.2952, 4.8872], [-2.9062, -1.1321, 5.8280], [-4.2278, -1.0844, 3.7279], [-3.2053, -0.3332, 1.6427], [0.4236, 0.5310, 3.7442], [-0.5704, -0.2950, 5.8000], [-6.2014, 2.1654, -1.0513], [-6.2669, 0.9218, -0.4379], [-5.1887, 0.0512, -0.5154], [-4.0144, 0.3904, -1.1939], [-3.9690, 1.6526, -1.7974], [-5.0483, 2.5218, -1.7396], [-2.4521, -0.7097, -1.1037], [-2.0815, -1.2459, -2.9008], [-2.3578, -2.5416, -3.3443], [-1.9868, -2.9754, -4.6090], [-1.3212, -2.1124, -5.4695], [-1.0247, -0.8227, -5.0474], [-1.3941, -0.4008, -3.7784], [-7.0386, 2.8517, -0.9885], [-7.1559, 0.6388, 0.1168], [-5.2523, -0.9189, -0.0314], [-3.0555, 1.9678, -2.2892], [-4.9764, 3.4969, -2.2081], [-3.1126, -1.9993, -0.6431], [-2.8729, -3.2227, -2.6750], [-2.2070, -3.9894, -4.9265], [-1.0348, -2.4446, -6.4613], [-0.4885, -0.1513, -5.7091], [-1.1366, 0.6010, -3.4460]], "mulliken_charge": [3.18, -0.65, -0.31, 1.12, -2.01, 1.08, 2.25, -1.63, -2.10, -1.76, 2.53, -1.53, -2.42, -1.89, 2.77, -1.85, -1.79, -1.86, 0.18, 0.26, 0.28, 0.48, -0.01, 0.33, 0.32, 0.47, 0.07, 0.50, 0.31, -0.07, -0.04, 0.56, 0.27, 0.52, 0.31, 0.27, 0.28, 0.48, -0.04, 0.61, 0.24, 0.10, 0.38, 0.45, 0.24, 0.47, 0.30, -0.36, -0.85, -0.52, 0.18, -0.85, -1.28, -0.06, 0.12, 0.42, 0.47, 0.47, 0.10, -0.45, -0.68, -0.03, -0.87, 1.14, -0.46, 0.33, 0.40, -0.15, -0.17, 0.34, -0.46, -0.66, -0.17, 0.32, -0.17, -0.62, 0.22, -0.15, -0.19, -0.59, -0.44, -0.60, 0.06, 0.35, 0.33, 0.30, 0.12, 0.38, -0.54, 0.30, 0.35, 0.35, 0.39, 0.24], "de_lowest_kcal_mol": 0.0, "multiplicity": 1, "homo_lumo_gap_ev": 5.99, "fmax_ev_per_a": 0.871, "total_charge": -2, "homo_energy_ev": -1.3, "lumo_energy_ev": 4.6}